Computed, not measured: a molecular structure, C28H24N4PdS2, with the ωB97M-V functional and the def2-TZVPD basis.

Properties
- net charge = 0
- largest force on an atom (Eh/bohr) = 0.00838
- ΔE to the lowest compared entry with this formula, charge and spin (eV) = 0.094
- spin multiplicity = 3
- HOMO energy (spin up / spin down) (eV) = -6.5 / -7.0
- electronic energy (eV) = -60537.349

Geometry as XYZ:
```
59
C28H24N4PdS2 (the ωB97M-V functional and the def2-TZVPD basis)
Pd 0.206 1.313 -0.018
C -0.151 1.872 4.371
C -0.596 0.625 4.798
C -0.866 -0.358 3.862
C -0.675 -0.098 2.501
C -0.177 1.137 2.057
C 0.053 2.117 3.020
C -1.020 -1.085 1.459
C -1.724 -2.287 1.743
C -2.129 -3.090 0.725
C -1.847 -2.730 -0.614
C -2.269 -3.499 -1.721
C -1.969 -3.099 -2.993
C -1.229 -1.918 -3.204
C -0.803 -1.154 -2.151
C -1.113 -1.543 -0.829
N -0.711 -0.758 0.215
H 0.038 2.654 5.098
H -0.738 0.425 5.852
H -1.213 -1.325 4.208
H 0.401 3.096 2.708
H -1.956 -2.543 2.765
H -2.680 -4.002 0.923
H -2.830 -4.409 -1.541
H -2.294 -3.688 -3.841
H -0.992 -1.610 -4.214
H -0.243 -0.239 -2.305
C 2.778 -0.051 2.043
C 3.333 0.220 0.679
C 4.689 -0.107 0.432
C 5.194 0.024 -0.822
C 4.377 0.535 -1.853
C 4.855 0.682 -3.173
C 4.046 1.236 -4.125
C 2.761 1.687 -3.784
C 2.254 1.564 -2.507
S 0.688 2.244 -2.132
C 3.060 0.925 -1.515
N 2.555 0.725 -0.255
H 3.403 -0.769 2.572
H 1.766 -0.435 1.974
H 2.731 0.867 2.632
H 5.291 -0.486 1.246
H 6.218 -0.250 -1.047
H 5.864 0.362 -3.405
H 4.396 1.352 -5.143
H 2.147 2.169 -4.535
S -1.697 3.466 0.075
C -2.761 2.174 0.035
N -3.080 1.461 -1.064
C -4.148 0.506 -0.810
C -4.120 0.423 0.726
N -3.442 1.665 1.083
H -2.843 1.825 -1.972
H -3.938 -0.457 -1.275
H -5.109 0.877 -1.176
H -3.553 -0.447 1.064
H -5.119 0.379 1.155
H -3.073 1.832 2.006
```